1.
C33H74O15 | the ωB97M-V functional and the def2-TZVPD basis

CARTESIAN COORDINATES (ANGSTROEM)
C  2.2382  2.6254  -0.5132
O  3.3487  2.5450  -1.3467
C  4.5431  2.9784  -0.7331
C  5.6574  2.7781  -1.7247
O  6.1047  1.4530  -1.7655
C  5.3040  0.6672  -2.6461
C  6.1055  -0.3408  -3.3996
O  6.8677  0.3085  -4.4454
C  7.7644  -0.6118  -5.0834
H  1.9119  3.6704  -0.3524
H  2.3326  2.1606  0.4570
H  1.3999  2.0447  -1.0241
H  4.7432  2.3625  0.1342
H  4.4364  4.0460  -0.3960
H  6.4514  3.4583  -1.3961
H  5.3607  3.0726  -2.7575
H  4.9523  1.3490  -3.4244
H  4.4926  0.1423  -2.1230
H  5.4900  -1.0964  -3.8724
H  6.7684  -0.8943  -2.7318
H  8.5506  -0.8850  -4.3842
H  8.1253  -0.1199  -5.9756
H  7.2312  -1.5202  -5.3369
C  0.3430  2.9359  4.1463
O  1.1302  1.9926  4.8530
C  0.8785  0.6265  4.5707
C  -0.3434  0.0638  5.2948
O  -1.5455  0.3983  4.6385
C  -2.6848  0.1369  5.4513
C  -3.9235  0.6838  4.7945
O  -4.2707  -0.0375  3.6499
C  -5.1764  0.6151  2.7875
H  0.8244  3.9265  4.3568
H  -0.6868  3.0812  4.4988
H  0.2912  2.7666  3.0528
H  1.8196  0.1218  4.9052
H  0.7311  0.4199  3.5025
H  -0.3899  0.5157  6.2963
H  -0.3224  -1.0412  5.4007
H  -2.5017  0.5604  6.4157
H  -2.8119  -0.9740  5.6507
H  -3.7868  1.7445  4.4775
H  -4.8029  0.6113  5.4959
H  -5.3273  0.0407  1.9062
H  -4.7029  1.5940  2.5156
H  -6.1618  0.7408  3.2638
C  -4.9175  1.5153  -1.1252
O  -5.5771  0.5350  -0.3379
C  -5.9071  -0.6035  -1.0289
C  -6.5594  -1.5580  -0.0862
O  -5.6043  -1.9980  0.8919
C  -6.0601  -3.1039  1.6688
C  -5.1127  -3.3666  2.7865
O  -3.8772  -3.8332  2.2247
C  -2.8636  -3.8196  3.1879
H  -5.5169  1.7495  -2.0258
H  -3.8807  1.2102  -1.4332
H  -4.9643  2.4186  -0.5395
H  -5.0678  -1.0880  -1.5173
H  -6.6373  -0.4177  -1.7912
H  -6.7588  -2.3831  -0.7754
H  -7.4593  -1.1458  0.3746
H  -6.1644  -4.0072  1.0696
H  -7.0003  -2.8467  2.1136
H  -5.6524  -4.1012  3.3228
H  -4.9017  -2.4745  3.3832
H  -2.6739  -2.7863  3.5278
H  -1.9004  -4.2145  2.7666
H  -3.1180  -4.4423  4.0498
C  4.0498  0.4974  -6.1473
O  3.2838  -0.1566  -5.1038
C  2.3031  0.5802  -4.3891
C  1.5744  -0.3361  -3.4713
O  1.1053  -1.5596  -4.1124
C  0.1217  -2.3030  -3.4306
C  -0.3923  -3.4457  -4.2971
O  -1.3032  -2.9856  -5.2868
C  -1.5516  -3.9337  -6.3128
H  4.6079  -0.3273  -6.6274
H  4.7587  1.2810  -5.7525
H  3.3883  1.0237  -6.8213
H  1.6487  0.9966  -5.1580
H  2.7495  1.3944  -3.7985
H  0.7994  0.1990  -2.9954
H  2.1203  -0.6610  -2.5932
H  -0.7226  -1.6434  -3.1767
H  0.5258  -2.7879  -2.5232
H  -0.8375  -4.1689  -3.6152
H  0.4299  -3.9795  -4.7843
H  -1.9712  -3.4156  -7.1489
H  -2.1362  -4.7127  -5.8667
H  -0.6420  -4.3652  -6.7190
C  4.9373  -0.5718  3.9789
C  4.1464  -0.4891  2.7069
C  4.9195  -0.4194  1.4475
O  2.9583  -0.4871  2.6776
H  4.2692  -0.8181  4.8040
H  5.4171  0.3900  4.0694
H  5.7343  -1.2964  3.9852
H  5.6412  0.3878  1.4520
H  4.3066  -0.3444  0.5692
H  5.5210  -1.3440  1.2977
C  -2.8136  4.6152  0.2490
C  -2.0488  3.9355  1.3710
C  -2.1233  2.4292  1.4196
O  -1.5176  4.5789  2.2256
H  -2.2197  5.4877  -0.0357
H  -3.7785  4.9088  0.6786
H  -2.8237  3.9493  -0.6140
H  -1.3859  2.1092  0.6406
H  -3.0639  1.9989  1.1679
H  -1.8099  1.9989  2.3554
C  -1.8723  -0.7702  1.0242
C  -0.8073  -0.3471  0.0632
C  0.6145  -0.8631  0.4009
O  -0.9807  0.4425  -0.8672
H  -1.9950  -1.8497  0.9366
H  -2.8321  -0.2572  0.8593
H  -1.5431  -0.5102  2.0252
H  0.5911  -1.9329  0.1993
H  0.7101  -0.7264  1.4674
H  1.3545  -0.3508  -0.2152

As for the SMILES: COCCOCCOC.COCCOCCOC.COCCOCCOC.COCCOCCOC.CC(C)=O.CC(C)=O.CC(C)=O. As for the strongest force on any atom: 0.046 hartree/bohr. As for the HOMO-LUMO gap: 9.93 eV. For the energy, the calculation gives -2430.0761 a.u.

These are the Löwdin partial charges, in e, on atoms 1 to 99: atom 1 (C): -0.121, atom 2 (O): -0.201, atom 3 (C): -0.201, atom 4 (C): -0.205, atom 5 (O): -0.110, atom 6 (C): -0.191, atom 7 (C): -0.194, atom 8 (O): -0.201, atom 9 (C): -0.094, atom 10 (H): 0.096, atom 11 (H): 0.075, atom 12 (H): 0.098, atom 13 (H): 0.109, atom 14 (H): 0.142, atom 15 (H): 0.128, atom 16 (H): 0.140, atom 17 (H): 0.099, atom 18 (H): 0.126, atom 19 (H): 0.116, atom 20 (H): 0.125, atom 21 (H): 0.083, atom 22 (H): 0.085, atom 23 (H): 0.079, atom 24 (C): -0.115, atom 25 (O): -0.177, atom 26 (C): -0.197, atom 27 (C): -0.194, atom 28 (O): -0.162, atom 29 (C): -0.190, atom 30 (C): -0.214, atom 31 (O): -0.209, atom 32 (C): -0.087, atom 33 (H): 0.102, atom 34 (H): 0.078, atom 35 (H): 0.076, atom 36 (H): 0.123, atom 37 (H): 0.101, atom 38 (H): 0.127, atom 39 (H): 0.133, atom 40 (H): 0.110, atom 41 (H): 0.144, atom 42 (H): 0.133, atom 43 (H): 0.142, atom 44 (H): 0.042, atom 45 (H): 0.090, atom 46 (H): 0.100, atom 47 (C): -0.085, atom 48 (O): -0.191, atom 49 (C): -0.255, atom 50 (C): -0.180, atom 51 (O): -0.142, atom 52 (C): -0.190, atom 53 (C): -0.191, atom 54 (O): -0.173, atom 55 (C): -0.134, atom 56 (H): 0.094, atom 57 (H): 0.105, atom 58 (H): 0.070, atom 59 (H): 0.137, atom 60 (H): 0.121, atom 61 (H): 0.129, atom 62 (H): 0.137, atom 63 (H): 0.134, atom 64 (H): 0.121, atom 65 (H): 0.113, atom 66 (H): 0.119, atom 67 (H): 0.077, atom 68 (H): 0.101, atom 69 (H): 0.085, atom 70 (C): -0.074, atom 71 (O): -0.208, atom 72 (C): -0.194, atom 73 (C): -0.164, atom 74 (O): -0.117, atom 75 (C): -0.200, atom 76 (C): -0.209, atom 77 (O): -0.177, atom 78 (C): -0.102, atom 79 (H): 0.097, atom 80 (H): 0.089, atom 81 (H): 0.072, atom 82 (H): 0.130, atom 83 (H): 0.116, atom 84 (H): 0.095, atom 85 (H): 0.112, atom 86 (H): 0.131, atom 87 (H): 0.124, atom 88 (H): 0.118, atom 89 (H): 0.125, atom 90 (H): 0.080, atom 91 (H): 0.080, atom 92 (H): 0.081, atom 93 (C): -0.007, atom 94 (C): -0.516, atom 95 (C): -0.020, atom 96 (O): 0.081, atom 97 (H): 0.083, atom 98 (H): 0.089, atom 99 (H): 0.079

---

2.
C4H8N2 | the ωB97M-V functional and the def2-TZVPD basis

CARTESIAN COORDINATES (ANGSTROEM)
C  -0.9425  1.0079  0.1362
C  -0.4692  -1.1322  0.2111
C  0.9458  -0.9931  -0.1591
C  0.5831  1.1985  -0.0015
H  -1.5750  1.8656  -0.5153
H  -1.0857  1.1688  1.2757
H  -1.4232  -0.2456  -1.1881
H  -0.9642  -2.0111  -0.2722
H  -0.8124  -1.4849  1.2350
H  1.8922  -1.8045  -0.0436
H  2.4737  0.5679  -0.2971
H  0.8323  2.2476  -0.1136
N  -1.5247  -0.2819  -0.2175
N  1.5189  0.1690  0.0459

As for the strongest force on any atom: 0.141 hartree/bohr. Its energy relative to the best compared isomer or geometry (same formula, charge and spin) is 5.593 eV. As for the HOMO-LUMO gap: 7.03 eV. For the energy, the calculation gives -266.5165 a.u.

Let us look at the natural (NBO) charges, expressed in e, one per atom: atom 1 (C): -0.279, atom 2 (C): -0.344, atom 3 (C): -0.183, atom 4 (C): -0.208, atom 5 (H): 0.201, atom 6 (H): 0.203, atom 7 (H): 0.334, atom 8 (H): 0.235, atom 9 (H): 0.211, atom 10 (H): 0.182, atom 11 (H): 0.445, atom 12 (H): 0.195, atom 13 (N): -0.573, atom 14 (N): -0.419

---

3.
C3H5O2 | the ωB97M-V functional and the def2-TZVPD basis

CARTESIAN COORDINATES (ANGSTROEM)
C  -1.8951  -0.1449  -0.0066
C  0.3735  0.4881  -0.0532
C  1.6247  -0.1975  -0.1001
O  -0.8432  -0.7190  -0.0795
O  -0.1976  1.4542  0.0246
H  -2.7742  -0.6815  -0.2475
H  -1.9054  0.9300  0.4709
H  1.9613  -0.6684  -1.0077
H  1.3744  -1.0470  0.5991
H  2.2816  0.5861  0.3999

As for the strongest force on any atom: 0.073 hartree/bohr. Its energy relative to the best compared isomer or geometry (same formula, charge and spin) is 1.502 eV. Its net charge is +1. As for the HOMO-LUMO gap: 11.75 eV. For the energy, the calculation gives -267.4329 a.u.

Let us look at the natural (NBO) charges, expressed in e, one per atom: atom 1 (C): 0.374, atom 2 (C): 0.868, atom 3 (C): -0.764, atom 4 (O): -0.437, atom 5 (O): -0.390, atom 6 (H): 0.205, atom 7 (H): 0.215, atom 8 (H): 0.324, atom 9 (H): 0.298, atom 10 (H): 0.307